# 1
{"formula": "C3H4S2", "method": "wB97M-V/def2-TZVPD", "multiplicity": 1, "e_lumo_ev": -1.1, "homo_lumo_gap_ev": 8.0, "smiles": "C#CC=S.S", "homo_ev": -9.1157, "species": ["C", "C", "C", "S", "H", "H", "S", "H", "H"], "coordinates": [[2.455837, -1.354357, -0.556140], [1.431026, -0.851392, -0.155420], [0.425179, 0.120478, 0.006600], [0.490859, 1.693162, -0.384199], [3.273180, -2.011652, -0.624819], [-0.552079, -0.349070, 0.570940], [-2.700388, 0.609161, 1.016803], [-2.964320, 0.501152, -0.402089], [-1.859294, 1.642514, 0.528326]], "forces_ev_per_angstrom": [[-0.70, -0.46, 0.98], [1.09, 1.03, -1.23], [-2.77, -1.15, 1.94], [0.10, -0.62, 0.00], [0.54, -0.27, -0.39], [2.21, 1.44, -1.48], [0.14, 1.29, -3.03], [0.01, -0.29, 2.14], [-0.62, -0.98, 1.07]]}

# 2
{"formula": "C3H4NO2", "method": "wB97M-V/def2-TZVPD", "multiplicity": 1, "e_lumo_ev": [-5.2, -8.7], "homo_lumo_gap_ev": [11.0, 6.5], "charge": 1, "homo_ev": [-16.2176, -15.1287], "species": ["C", "C", "C", "N", "O", "O", "H", "H", "H", "H"], "coordinates": [[0.553878, -0.469139, -1.098339], [0.198711, 0.964069, -0.639630], [0.204211, -0.456414, 1.091946], [-0.660130, 0.165581, -1.405508], [0.463158, -1.264112, 0.079264], [0.010471, 0.734127, 0.790113], [1.335495, -0.794989, -1.903177], [0.654627, 1.886404, -0.817803], [0.015473, -0.569792, 4.056629], [-1.508964, -0.322859, -1.146091]], "forces_ev_per_angstrom": [[1.19, 1.55, -2.39], [-0.48, -3.65, -0.41], [0.21, -1.29, -2.18], [0.71, -0.08, -0.77], [0.31, 0.09, 2.71], [0.06, 0.95, 1.95], [-1.65, 0.34, 1.88], [0.12, 1.43, -0.49], [0.02, -0.03, -0.38], [-0.48, 0.69, 0.09]]}

# 3
{"formula": "C7H10F6NO", "method": "wB97M-V/def2-TZVPD", "multiplicity": 1, "e_lumo_ev": -6.4, "homo_lumo_gap_ev": 8.3, "charge": 1, "homo_ev": -14.6481, "species": ["C", "C", "C", "C", "C", "C", "C", "N", "O", "F", "F", "F", "F", "F", "F", "H", "H", "H", "H", "H", "H", "H", "H", "H", "H"], "coordinates": [[-1.896000, -1.224369, -0.774526], [-0.203513, -2.152997, 1.894680], [-0.704858, 1.030645, -2.105379], [0.177761, -1.612591, 0.503303], [-0.616589, 1.471309, -0.620581], [-4.199248, 0.034442, -0.664882], [-4.105532, 0.410922, 0.819157], [-0.969516, -0.838065, 0.016424], [-0.967783, 0.469012, 0.399519], [-2.025630, -2.482667, -1.148943], [-5.003680, -0.891556, -0.952305], [-3.985860, 1.000646, -1.586705], [-3.368969, 1.502624, 1.085989], [-3.513543, -0.610712, 1.367562], [-5.306022, 0.667143, 1.353814], [-1.076765, -2.809286, 2.066010], [0.654421, -2.848949, 2.234837], [-0.170214, -1.298049, 2.577740], [-1.569025, 1.512963, -2.561574], [0.143879, 1.462870, -2.616480], [-0.750423, -0.007085, -2.231524], [0.448236, -2.500956, -0.203436], [0.968208, -0.870736, 0.676684], [-1.291079, 2.407729, -0.242885], [0.482887, 1.849622, -0.447840]], "forces_ev_per_angstrom": [[-3.54, 0.71, 0.40], [2.18, -1.29, 1.14], [-0.68, 2.71, 1.06], [-0.13, -2.11, 0.36], [1.14, 2.70, 0.63], [2.52, 1.79, -2.47], [0.45, 1.92, 1.42], [0.86, -0.60, -1.36], [-0.33, 0.11, 0.03], [0.95, 0.87, 0.51], [0.06, 0.23, -0.40], [-0.98, -2.44, 2.10], [-0.40, -0.54, -1.05], [-0.25, -0.99, 1.09], [0.31, -0.86, -0.76], [0.05, 0.76, -0.74], [-1.07, 1.21, -0.53], [-0.43, -0.34, 0.11], [-0.17, -0.38, -0.08], [0.33, -0.24, -0.12], [0.16, -1.31, -0.43], [-0.49, 2.01, 0.95], [0.00, -0.51, -0.60], [1.44, -2.37, -1.38], [-2.00, -1.06, 0.12]]}

# 4
{"formula": "C38H53N4OP2Sr", "method": "wB97M-V/def2-TZVPD", "multiplicity": 1, "e_lumo_ev": -2.6, "homo_lumo_gap_ev": 5.6, "charge": 1, "homo_ev": -8.1372, "species": ["C", "C", "C", "C", "C", "H", "H", "H", "N", "P", "P", "C", "H", "H", "C", "H", "C", "C", "C", "C", "C", "H", "H", "H", "C", "H", "H", "H", "C", "H", "H", "H", "C", "H", "H", "H", "C", "H", "H", "H", "C", "H", "H", "H", "C", "H", "H", "H", "C", "H", "H", "H", "C", "H", "H", "H", "C", "H", "H", "H", "C", "H", "H", "H", "C", "H", "H", "H", "Sr", "C", "O", "N", "C", "C", "C", "C", "C", "H", "C", "H", "C", "H", "H", "H", "N", "C", "N", "C", "C", "C", "C", "C", "C", "H", "H", "H", "H", "H", "H"], "coordinates": [[-1.473013, 0.423829, -2.561426], [-2.685297, 1.226781, -0.723632], [-2.547951, 0.628063, -3.434760], [-3.769501, 1.536375, -1.588947], [-3.693823, 1.263432, -2.940687], [-2.469659, 0.309276, -4.477380], [-4.667527, 1.955387, -1.135384], [-4.517311, 1.505686, -3.612393], [-1.486514, 0.821256, -1.276075], [1.351026, 0.561820, -2.584354], [-2.029950, 0.828215, 2.133600], [-0.208319, -0.314802, -3.037283], [-0.174708, -1.311958, -2.565572], [-0.242966, -0.481876, -4.121687], [-2.895766, 1.348139, 0.686725], [-3.831751, 1.881309, 0.927742], [-3.269817, -0.399117, 2.945936], [-1.811716, 2.462212, 3.172507], [2.680164, -0.778046, -2.834441], [1.344372, 1.960734, -3.876562], [-2.400234, -1.404043, 3.725344], [-1.897854, -0.929084, 4.580003], [-3.038032, -2.213591, 4.106634], [-1.635336, -1.850441, 3.075862], [-4.298593, 0.263979, 3.873789], [-3.840102, 0.737739, 4.753189], [-4.917718, 0.999193, 3.340252], [-4.975832, -0.524448, 4.242734], [-4.018639, -1.119459, 1.818234], [-4.627725, -1.931743, 2.241823], [-4.679701, -0.438479, 1.267656], [-3.319462, -1.565571, 1.105805], [-1.272526, 2.109547, 4.573201], [-0.254028, 1.696386, 4.528764], [-1.230373, 3.032830, 5.170292], [-1.907097, 1.395144, 5.114126], [-0.788080, 3.346637, 2.433223], [0.241577, 2.945286, 2.481919], [-1.063255, 3.520726, 1.381079], [-0.757544, 4.331885, 2.924391], [-3.125685, 3.237411, 3.289644], [-3.898962, 2.695421, 3.842552], [-2.909839, 4.163220, 3.845913], [-3.524056, 3.513244, 2.306925], [2.750202, 2.585692, -3.929951], [2.714738, 3.456060, -4.603582], [3.079874, 2.944353, -2.943948], [3.505571, 1.892848, -4.325843], [0.341590, 3.012557, -3.358702], [-0.689516, 2.636835, -3.379865], [0.576466, 3.332946, -2.331630], [0.393764, 3.900273, -4.007514], [0.911192, 1.514266, -5.279982], [1.023304, 2.378580, -5.954390], [1.529995, 0.701838, -5.681796], [-0.143542, 1.209893, -5.319192], [2.201559, -2.109252, -2.207916], [1.530689, -2.657458, -2.886370], [3.078743, -2.751383, -2.025488], [1.686875, -1.975849, -1.241262], [3.948017, -0.290883, -2.096451], [3.807173, -0.295955, -1.004012], [4.776921, -0.977289, -2.329191], [4.251125, 0.721667, -2.400502], [2.958442, -1.003101, -4.325308], [2.052148, -1.313451, -4.866924], [3.398256, -0.124617, -4.816880], [3.688773, -1.824207, -4.403483], [0.599908, 1.026256, 0.403387], [1.945212, 3.460612, -0.281965], [2.583365, 4.381779, -0.558725], [-0.463269, -1.216835, 0.562832], [-1.183644, -2.123796, 0.339488], [-1.687848, -3.436369, 0.102196], [-0.829989, -4.520997, 0.363849], [-2.977018, -3.682899, -0.409864], [-1.243692, -5.832930, 0.127335], [0.169943, -4.316618, 0.757853], [-3.391885, -5.001382, -0.624558], [-3.637402, -2.842657, -0.646960], [-2.525347, -6.074493, -0.382514], [-0.565100, -6.661812, 0.342718], [-4.401276, -5.183724, -0.996972], [-2.838621, -7.098563, -0.591434], [3.991932, 1.257234, 3.366403], [2.879193, 1.456905, 2.633048], [2.656119, 0.405943, 1.827577], [3.681229, -0.513637, 2.059031], [3.996957, -1.723750, 1.429849], [5.207986, -2.341022, 1.779725], [6.073678, -1.766428, 2.729929], [5.746537, -0.559268, 3.370555], [4.539637, 0.021824, 3.025067], [4.387742, 1.889117, 4.054901], [2.262668, 2.358400, 2.714250], [3.299409, -2.145952, 0.703352], [5.497821, -3.285509, 1.317037], [7.014391, -2.263291, 2.972112], [6.378131, -0.069003, 4.111399]], "forces_ev_per_angstrom": [[-0.37, -0.11, -0.69], [0.36, 0.01, 1.54], [1.22, -0.48, -0.07], [-0.45, 0.10, -1.03], [-0.23, 0.25, 0.95], [-0.05, 0.10, 0.37], [0.19, -0.07, -0.24], [0.14, -0.08, 0.22], [0.00, -0.33, 0.28], [-0.28, -0.14, 0.16], [0.49, 0.69, -0.47], [-0.50, 0.03, 0.11], [-0.12, 0.42, -0.05], [-0.07, 0.00, 0.28], [-0.17, 1.01, -0.78], [0.24, -0.38, -0.27], [0.50, 0.52, 0.29], [-0.58, -1.10, -0.14], [-0.29, 0.62, -0.30], [0.37, -0.40, 0.23], [-0.29, -0.07, 0.04], [-0.09, -0.12, -0.22], [0.14, 0.09, 0.04], [-0.14, 0.12, 0.18], [-0.16, -0.38, 0.05], [-0.16, -0.13, -0.30], [0.20, -0.24, 0.14], [0.12, 0.22, -0.03], [-0.03, 0.01, 0.07], [0.13, 0.14, 0.01], [0.22, -0.19, 0.13], [-0.22, 0.19, 0.12], [0.03, 0.28, -0.09], [-0.23, -0.01, -0.05], [0.04, -0.20, -0.01], [0.16, 0.22, -0.21], [-0.16, 0.03, 0.09], [-0.25, -0.03, 0.07], [-0.07, -0.11, 0.19], [0.10, -0.21, -0.14], [0.17, 0.45, 0.25], [0.32, 0.19, -0.16], [-0.23, -0.06, -0.13], [0.10, -0.05, 0.17], [-0.07, 0.13, -0.17], [0.08, -0.19, 0.18], [-0.05, -0.13, -0.22], [-0.21, 0.21, 0.14], [0.00, 0.01, -0.03], [0.28, 0.13, 0.05], [-0.12, -0.08, -0.34], [0.00, -0.19, 0.15], [0.07, 0.18, -0.23], [-0.07, -0.24, 0.12], [-0.19, 0.27, 0.12], [0.30, 0.12, 0.07], [0.07, 0.07, -0.03], [0.16, 0.20, 0.25], [-0.20, 0.19, -0.09], [0.11, 0.03, -0.24], [-0.02, -0.15, -0.15], [-0.01, 0.04, -0.30], [-0.14, 0.19, 0.10], [-0.09, -0.29, 0.05], [0.40, -0.41, 0.06], [0.28, 0.13, 0.16], [-0.17, -0.28, 0.16], [-0.14, 0.17, -0.15], [-1.21, -0.06, -0.19], [2.41, 3.46, -0.84], [-2.22, -3.21, 0.94], [-2.28, -3.23, -0.91], [3.10, 2.13, 0.64], [-0.86, -0.97, -0.41], [0.17, -0.03, 0.13], [0.14, -0.09, 0.05], [-0.15, 0.30, -0.08], [-0.37, -0.12, -0.12], [0.16, 0.18, -0.07], [0.22, -0.38, 0.14], [0.14, 0.33, 0.15], [-0.24, 0.31, -0.11], [0.35, 0.04, 0.06], [0.02, 0.33, 0.11], [0.44, 0.21, 0.55], [0.34, -1.71, -0.63], [-0.36, 1.04, 0.42], [0.15, 0.54, 0.09], [0.29, -0.23, 0.19], [-0.63, 0.30, -0.09], [-0.17, 0.72, 0.44], [0.35, -0.70, -0.01], [-0.18, 0.41, -0.37], [-0.24, -0.15, -0.28], [0.33, -0.47, 0.00], [0.36, 0.02, 0.15], [-0.16, 0.30, 0.09], [-0.31, 0.16, -0.08], [0.06, -0.35, -0.23]]}